# 1
DFT (ωB97M-V with the def2-TZVPD basis set) results for one molecule with the formula C20H21N5O2 in a non-equilibrium geometry.

The geometry in XYZ format:
```
48
Properties=species:S:1:pos:R:3:forces:R:3
H 5.616729 1.151813 -0.214067 -1.79 0.24 -0.34
N 4.761552 1.322005 -0.816625 -2.12 -1.02 -0.01
C 3.700057 0.613743 -0.483031 6.24 1.50 -1.43
O 3.898291 -0.158665 0.588171 -3.16 -0.69 0.49
C 2.707587 -0.810217 0.927384 0.26 -0.52 -0.75
N 2.848078 -1.684808 1.834682 -1.98 -1.59 2.35
N 1.585911 -2.280923 1.897903 1.51 0.88 -1.65
C 0.777032 -1.908480 0.856115 1.16 0.62 1.60
C -0.451791 -2.580263 0.554029 -1.90 -1.51 -0.55
C -1.793727 -2.031175 1.182891 -0.48 -0.98 -2.71
C -1.795903 -1.504716 2.563982 2.03 -0.24 1.21
C -1.594325 -2.655149 3.640662 1.91 2.16 -0.72
C 1.412653 -0.881533 0.267091 2.80 0.96 -1.09
C 1.181691 0.103945 -0.850427 0.17 -1.89 0.72
C 0.017142 -0.338589 -1.751078 -0.58 -1.06 -2.29
O -0.029095 -1.297655 -2.513868 0.90 0.45 0.75
N -1.045204 0.522302 -1.633893 0.82 -0.73 0.93
C -2.209668 0.406187 -2.505648 1.11 0.66 -0.74
C -2.290444 1.583170 -3.453936 -0.19 -0.71 -0.10
C -0.747030 1.448351 -0.589547 -1.26 -0.05 -1.08
C -1.589192 2.529114 -0.195853 -0.58 -3.25 -3.09
C -1.061665 3.447028 0.577025 0.23 3.05 2.71
C 0.265115 3.374292 0.990936 1.95 -0.90 0.69
C 1.100783 2.241004 0.689684 -2.00 0.15 -1.49
C 0.549498 1.190593 -0.144107 -0.71 5.65 1.59
C 2.625901 0.309533 -1.487551 -2.33 0.47 -0.94
C 2.544668 1.396973 -2.489914 0.17 -0.25 -0.41
N 2.427556 2.125759 -3.372328 -0.06 -0.17 0.51
H 1.359515 -2.904273 2.619065 0.01 -0.95 0.77
H -0.330816 -3.625728 0.859378 -0.04 0.08 0.53
H -0.494864 -2.770409 -0.551753 -0.42 0.86 0.80
H -2.197244 -1.189753 0.577648 0.32 -0.67 -0.20
H -2.471389 -2.922424 1.035322 0.19 1.10 0.33
H -1.005644 -0.656035 2.549014 -0.97 -1.41 0.69
H -2.730442 -1.009885 2.725414 -0.66 0.25 0.27
H -0.545131 -3.051245 3.578185 -1.05 0.04 -0.07
H -1.658430 -2.219908 4.630233 -0.23 -0.10 0.29
H -2.315375 -3.426487 3.505387 -0.49 -0.63 -0.11
H -3.105187 0.323837 -1.984982 -1.50 0.09 1.65
H -2.218415 -0.497565 -3.114179 0.85 -0.15 0.34
H -3.283308 1.524484 -3.866579 -0.34 0.22 -0.62
H -1.541559 1.453529 -4.223677 0.11 0.31 -0.25
H -2.196504 2.533349 -2.970723 0.23 0.54 0.29
H -2.549201 2.751605 -0.683196 0.34 -0.72 0.34
H -1.777472 4.258449 0.894168 1.39 -0.52 -0.27
H 0.690615 4.217031 1.559829 -0.18 -0.63 -0.27
H 2.168604 2.225042 0.857050 -0.01 0.24 0.54
H 2.790049 -0.647253 -2.064286 0.32 0.84 0.80
```
Positions in Å, forces in eV/Å.

Output
orbital gap = 0.3299 Eh
energy above the lowest of the compared OMol25 structures with the same formula, charge and spin = 2.981 eV
calculated total energy = -1198.8987 Ha
LUMO energy = 0.5250 eV
SMILES string = [H]/N=C1\Oc2n[nH]c(CCCC)c2[C@]2(C(=O)N(CC)c3ccccc32)[C@H]1C#N

# 2
DFT (ωB97M-V with the def2-TZVPD basis set) results for one molecule with the formula C20H21N5O2S in a non-equilibrium geometry.

The geometry in XYZ format:
```
49
Properties=species:S:1:pos:R:3:forces:R:3
C -9.733524 -0.140199 0.800468 0.19 -0.09 -0.02
C -8.375358 -0.814742 0.663622 -0.33 0.30 0.01
C -7.282953 0.197907 0.351682 -0.06 -0.59 0.09
O -7.482945 1.380732 0.219597 -0.07 0.30 -0.03
N -6.053010 -0.396848 0.239921 0.15 -0.36 0.02
C -4.816536 0.187678 -0.031684 0.40 0.26 -0.10
C -4.652567 1.552868 -0.260527 -0.17 0.16 0.00
C -3.392570 2.054681 -0.526941 0.02 -0.18 0.04
C -2.280291 1.231875 -0.569726 0.17 -0.18 0.01
C -2.446576 -0.126378 -0.332779 -0.88 0.41 0.04
N -1.372779 -1.024127 -0.357065 1.81 -0.23 -0.03
N -1.574966 -2.357074 -0.382023 -1.11 -0.21 -0.07
N -0.449349 -2.925399 -0.381506 -0.26 -0.93 0.01
N 0.542873 -2.050703 -0.353794 0.67 0.88 0.00
C -0.016128 -0.853633 -0.339742 -0.43 -0.34 0.02
S 0.854493 0.632921 -0.276431 0.31 0.30 0.06
C 2.519646 -0.100753 -0.144302 -0.63 0.18 -0.06
C 3.488091 1.058218 -0.065604 -0.37 -0.16 -0.03
O 3.069167 2.194317 -0.117610 0.14 0.05 0.01
C 4.916156 0.730372 0.076428 0.65 0.21 0.06
C 5.823940 1.785303 0.178857 -0.25 -0.11 -0.03
C 7.171199 1.528625 0.317322 -0.01 -0.05 0.00
C 7.653797 0.225639 0.357185 -0.20 0.02 -0.02
C 9.118612 -0.031724 0.509064 -0.02 -0.01 0.00
C 6.750739 -0.841119 0.253427 0.02 0.06 0.00
C 7.240143 -2.255818 0.291929 0.01 0.04 0.00
C 5.398339 -0.578373 0.115074 -0.11 0.30 -0.01
C -3.705760 -0.648989 -0.068362 0.00 0.09 0.02
H -9.706917 0.595167 1.600063 -0.06 0.07 0.03
H -10.503572 -0.875101 1.020551 -0.07 -0.04 0.02
H -9.989139 0.375801 -0.121014 -0.07 0.06 -0.02
H -8.115381 -1.331965 1.590981 0.06 -0.07 -0.06
H -8.400809 -1.555490 -0.140034 0.08 -0.05 0.05
H -6.018274 -1.398599 0.373287 -0.14 0.19 0.00
H -5.508943 2.204399 -0.229439 0.00 0.01 0.00
H -3.271620 3.111237 -0.707946 0.00 0.10 -0.02
H -1.308808 1.642406 -0.788697 0.00 0.08 -0.07
H 2.550760 -0.726420 0.747510 0.13 -0.04 -0.09
H 2.690400 -0.721933 -1.023496 0.12 -0.04 0.11
H 5.447743 2.796435 0.147947 -0.03 0.08 0.00
H 7.865865 2.352258 0.396685 0.08 0.07 0.01
H 9.496899 -0.600333 -0.339866 0.10 -0.05 -0.03
H 9.670758 0.901829 0.575582 0.06 0.02 0.01
H 9.312882 -0.615985 1.407951 0.09 -0.05 0.05
H 6.412581 -2.953675 0.197865 -0.01 -0.08 0.00
H 7.943089 -2.440392 -0.519554 0.07 -0.10 -0.03
H 7.757906 -2.456533 1.229160 0.06 -0.10 0.04
H 4.715670 -1.410926 0.035192 -0.08 -0.12 -0.01
H -3.802544 -1.710488 0.102827 -0.04 -0.05 0.02
```
Positions in Å, forces in eV/Å.

Output
orbital gap = 0.3245 Eh
energy above the lowest of the compared OMol25 structures with the same formula, charge and spin = 1.774 eV
calculated total energy = -1597.1803 Ha
LUMO energy = 0.0523 eV
SMILES string = CCC(=O)Nc1cccc(-n2nnnc2SCC(=O)c2ccc(C)c(C)c2)c1

# 3
DFT (ωB97M-V with the def2-TZVPD basis set) results for one molecule with the formula C20H21N5O4 in a non-equilibrium geometry.

The geometry in XYZ format:
```
50
Properties=species:S:1:pos:R:3:forces:R:3
C 4.664246 -4.392403 2.398992 -0.07 -2.13 0.65
C 3.589561 -3.861534 1.395347 4.09 -0.52 1.28
C 4.180661 -3.909498 0.014241 -0.01 2.29 -1.12
O 3.289911 -2.615130 1.921460 -0.36 2.09 0.46
C 2.426896 -1.773016 1.300821 0.39 2.29 -1.37
C 1.173762 -2.147187 0.871252 0.76 0.03 0.72
C 0.337047 -1.335028 0.141950 1.50 1.42 -0.96
O -0.728014 -1.952411 -0.419380 -2.52 0.52 -1.12
C -1.875311 -1.202847 -0.761501 -2.12 -0.87 1.94
C -2.250179 -0.088104 0.080715 -0.06 0.13 -0.65
N -3.379142 0.604795 -0.090764 0.28 -1.61 0.24
C -4.267461 0.122810 -0.973283 1.94 -1.16 -1.11
C -5.583007 0.774649 -1.093467 -0.42 3.59 0.73
O -6.489353 0.236862 -1.656751 -1.31 -1.48 -0.75
N -5.808101 2.077213 -0.561629 0.25 0.70 0.44
C -4.732323 3.118962 -0.280807 -0.96 -1.73 0.86
C -7.235160 2.578529 -0.533316 2.40 -1.41 -1.16
C -3.967833 -1.038302 -1.774151 2.81 1.04 3.43
N -2.815035 -1.803985 -1.543590 0.32 2.90 -0.29
C 0.785674 -0.038743 -0.241648 -0.17 -2.46 1.13
C 2.030443 0.364283 0.170621 -0.05 -0.82 1.35
C 2.521882 1.674866 -0.205563 0.01 0.17 -2.97
N 2.247803 2.055562 -1.450925 -1.27 -2.80 1.61
C 2.526211 3.262705 -1.914245 2.35 2.50 2.48
C 3.302344 4.082002 -1.123434 -0.73 -1.18 -0.56
C 3.747939 3.562607 0.217911 0.68 5.23 0.44
O 4.297761 4.353467 0.999699 -0.04 -1.23 -0.55
N 3.314838 2.359575 0.662442 -1.38 -1.06 -0.69
C 2.830488 -0.464374 0.949615 0.88 -0.82 0.12
H 5.604097 -3.820331 2.407652 -0.58 0.21 -0.11
H 5.000320 -5.466827 2.160581 -0.69 1.47 0.00
H 4.271704 -4.484069 3.450685 0.28 0.46 -1.01
H 2.761832 -4.471516 1.427308 -2.03 -1.60 0.10
H 5.029956 -3.143697 -0.224761 -1.81 -1.10 0.59
H 4.599738 -4.860276 -0.161622 0.49 -1.25 -0.04
H 3.318003 -3.841390 -0.664133 0.60 0.46 -0.44
H 1.031976 -3.147211 1.122358 -1.41 -1.65 -0.03
H -1.679188 0.225753 0.966286 0.24 -0.19 -0.80
H -5.121088 4.071888 -0.016700 -1.26 0.87 -0.65
H -4.302674 2.910378 0.700083 0.87 -0.59 -0.54
H -4.057678 3.242227 -1.117899 0.38 -0.23 0.16
H -7.570597 2.792706 -1.507110 -0.48 0.06 -1.42
H -7.402638 3.431378 0.018870 0.74 2.20 1.35
H -7.901218 1.923032 -0.080044 -0.90 -1.92 0.51
H -4.637247 -1.309230 -2.515998 -1.16 -1.03 -1.11
H 0.265275 0.557807 -0.908619 -1.11 1.03 -1.07
H 2.133711 3.664658 -2.820950 -0.42 -0.39 -0.70
H 3.400032 5.131823 -1.445247 0.59 -0.65 0.81
H 3.249047 2.154974 1.668807 0.48 0.29 -0.71
H 3.870086 -0.168402 1.039843 -0.01 -0.11 0.54
```
Positions in Å, forces in eV/Å.

Output
orbital gap = 0.3128 Eh
energy above the lowest of the compared OMol25 structures with the same formula, charge and spin = 2.591 eV
calculated total energy = -1349.3635 Ha
LUMO energy = -0.2882 eV
SMILES string = CC(C)Oc1cc(Oc2cnc(C(=O)N(C)C)cn2)cc(-c2nccc(=O)[nH]2)c1